No. 1
2 unconnected molecules or ions with the total composition C43H49NO6Si at a distorted geometry. Source: OMol25; level of theory: ωB97M-V/def2-TZVPD.

- Orbital gap: 6.01 eV
- M: 703.95 g/mol
- LUMO: -1.2 eV

Last column: Mulliken charge in e.
Positions of all 100 atoms, in Å:
C1 4.86424 4.17354 1.44702  -1.099
Si1 4.68295 2.54810 2.31282  0.358
C2 6.15411 1.44916 2.01321  -1.165
C3 4.34771 2.78143 4.12206  -0.974
O1 3.39874 1.77174 1.60262  -0.474
C4 2.00375 1.60952 1.76176  2.668
C5 1.71292 0.48311 2.79041  -0.166
C6 2.72295 -0.41175 3.15360  -0.342
C7 2.42768 -1.50699 3.97340  -0.720
C8 1.12264 -1.71034 4.42655  -0.794
C9 0.12054 -0.78651 4.11294  -1.035
C10 0.41390 0.30075 3.28560  -0.137
C11 1.35352 2.95849 2.07559  0.159
C12 0.97928 3.25973 3.38486  -0.258
C13 0.42088 4.51192 3.66665  -0.941
C14 0.28091 5.45912 2.65015  -0.715
C15 0.72582 5.17651 1.35714  -0.794
C16 1.29436 3.93235 1.07278  -0.466
C17 1.54798 1.05269 0.37505  -1.416
C18 2.28027 -0.25703 0.02116  -1.177
C19 1.32169 -1.38914 0.36862  -1.006
C20 -0.06163 -0.74652 0.21752  -0.862
N1 0.13184 0.67918 0.40299  0.812
C21 -0.87617 1.53440 0.26151  -0.027
C22 -2.23302 1.16842 0.26895  -1.483
C23 -2.86136 0.03112 -0.18103  1.541
C24 -4.23536 -0.22698 0.22967  -0.052
C25 -5.16261 -0.70863 -0.71288  0.045
C26 -6.51721 -0.79764 -0.40904  -0.827
C27 -6.99315 -0.41445 0.85287  -0.418
C28 -6.08024 0.03465 1.81981  -0.714
C29 -4.72223 0.13531 1.51561  -0.653
H1 5.69819 4.73591 1.89177  0.402
H2 5.06866 4.01085 0.37973  0.287
H3 3.94592 4.76685 1.54272  0.259
H4 7.06678 1.89157 2.44055  0.412
H5 6.00619 0.46423 2.47621  0.312
H6 6.30592 1.30746 0.93366  0.314
H7 5.28651 3.04431 4.63110  0.513
H8 3.62564 3.59383 4.26859  0.259
H9 3.94517 1.86536 4.57258  0.284
H10 3.74486 -0.26615 2.78629  0.038
H11 3.23775 -2.19206 4.23803  0.422
H12 0.88860 -2.57538 5.04844  0.410
H13 -0.89686 -0.89770 4.49510  0.456
H14 -0.37258 1.02332 3.05399  0.524
H15 1.12079 2.52030 4.17666  0.565
H16 0.11345 4.72209 4.69138  0.447
H17 -0.17654 6.42354 2.86659  0.417
H18 0.64926 5.91694 0.55721  0.449
H19 1.67278 3.72588 0.06738  0.418
H20 1.72166 1.80431 -0.41416  1.072
H21 2.41034 -0.22386 -1.06965  0.648
H22 3.26328 -0.33706 0.49724  0.298
H23 1.41348 -2.26339 -0.28597  0.740
H24 1.43974 -1.72421 1.40417  0.050
H25 -0.38016 -0.86983 -0.82196  -0.295
H26 -0.85034 -1.19301 0.84106  0.929
H27 -0.64255 2.60009 0.19543  0.498
H28 -2.87690 1.98402 0.62553  0.576
H29 -2.43681 -0.61702 -0.95007  -0.480
H30 -4.77985 -0.94606 -1.70687  0.694
H31 -7.20170 -1.15706 -1.17551  0.444
H32 -8.06589 -0.43397 1.06430  0.385
H33 -6.43679 0.30649 2.81527  0.384
H34 -4.00450 0.50664 2.25167  0.469
C30 -1.17551 1.34390 -6.25759  -1.286
C31 -1.98153 1.04840 -5.02473  -0.100
O2 -1.46422 -0.20069 -4.50276  -0.273
C32 -2.11715 -0.63812 -3.39236  -0.206
C33 -1.26585 -1.58716 -2.69109  0.805
C34 0.17992 -1.48551 -3.00418  0.537
C35 0.86386 -2.71954 -3.48658  0.408
C36 0.16570 -3.81240 -4.01263  -0.085
C37 0.84608 -4.94881 -4.45379  -1.006
C38 2.24564 -4.98922 -4.38856  -0.400
C39 2.96219 -3.87854 -3.91300  -0.692
C40 2.27110 -2.75338 -3.46113  -0.376
O3 0.82526 -0.43812 -2.85750  -0.832
C41 -1.68397 -2.67775 -1.81419  1.192
O4 -0.85911 -3.35688 -1.19790  -0.728
O5 -3.01721 -2.90810 -1.70503  -0.254
C42 -3.27780 -4.06567 -0.85935  -0.337
C43 -4.70980 -4.04878 -0.41568  -1.096
O6 -3.22162 -0.20615 -3.07570  -0.699
H35 -1.54669 2.25784 -6.72633  0.402
H36 -0.11883 1.48423 -6.00558  0.271
H37 -1.25102 0.53259 -6.98746  0.311
H38 -1.83190 1.83187 -4.26755  0.243
H39 -3.05039 0.93280 -5.24489  0.265
H40 -0.92115 -3.73006 -4.08708  0.427
H41 0.28259 -5.81319 -4.81629  0.374
H42 2.78959 -5.87113 -4.72383  0.377
H43 4.05413 -3.85873 -3.88693  0.387
H44 2.79872 -1.87867 -3.07614  0.310
H45 -3.04716 -4.95933 -1.45684  0.390
H46 -2.60641 -4.04549 0.00928  0.315
H47 -5.00041 -5.06770 -0.13406  0.433
H48 -4.82362 -3.42778 0.48464  0.228
H49 -5.38269 -3.67732 -1.19561  0.224


No. 2
A molecular structure, C43H50BIN6O4PS4Sn. Source: OMol25; level of theory: ωB97M-V/def2-TZVPD.

- Charge: +1
- Orbital gap: 7.19 eV
- M: 1130.58 g/mol
- LUMO: -3.4 eV

Last column: Mulliken charge in e.
Positions of all 111 atoms, in Å:
Sn1 -0.11223 -0.70562 0.23938  1.588
C1 2.32579 0.57727 -3.69777  -1.518
C2 3.59847 1.10732 -3.05074  1.380
C3 4.62502 0.00246 -2.80753  -1.635
C4 4.21794 2.16094 -3.96648  -2.317
N1 3.24040 1.74379 -1.74056  0.483
C5 3.47290 3.06784 -1.43988  -0.402
C6 3.11826 3.25947 -0.15254  -1.370
N2 2.67580 2.06024 0.34629  0.243
B1 2.20781 2.00191 1.81644  0.588
N3 2.43377 0.63051 2.50503  0.214
C7 3.71505 0.27621 2.86104  -1.425
C8 3.65194 -0.90338 3.50959  -0.484
N4 2.32980 -1.28542 3.56946  0.854
C9 1.61002 -0.34707 2.92761  -0.165
S1 -0.10641 -0.30558 2.67152  -0.275
C10 1.94819 -2.51868 4.36544  1.229
C11 0.47396 -2.87995 4.25749  -1.951
C12 2.28175 -2.19829 5.82468  -1.695
C13 2.78526 -3.68715 3.84548  -1.552
N5 0.77137 2.58246 2.00238  0.608
C14 0.51531 3.25160 3.16989  -1.528
C15 -0.73791 3.72964 3.10476  -0.509
N6 -1.27702 3.35493 1.88776  0.606
C16 -0.33250 2.62500 1.22746  -0.073
S2 -0.39082 1.87497 -0.34728  -0.103
C17 -2.69290 3.81648 1.61838  -0.298
C18 -5.08156 3.44006 2.55877  -1.645
C19 -2.63806 4.12948 -0.94221  -1.923
C20 -2.66824 5.34958 1.67792  -1.878
C21 2.70801 1.14962 -0.64338  0.321
S3 2.31415 -0.53275 -0.43594  -0.013
H1 2.53986 0.29392 -4.72959  0.546
H2 1.55595 1.35107 -3.70258  0.532
H3 1.95191 -0.29534 -3.17060  0.078
H4 4.90465 -0.43749 -3.76536  0.473
H5 4.22881 -0.79159 -2.17950  0.335
H6 5.52535 0.41094 -2.34612  0.407
H7 4.47968 1.66852 -4.90181  0.439
H8 5.13455 2.58293 -3.55380  0.556
H9 3.51778 2.96397 -4.20061  0.466
H10 3.90363 3.75325 -2.14213  0.611
H11 3.18122 4.13767 0.46510  0.700
H12 2.92590 2.77025 2.39530  -0.186
H13 4.55765 0.90352 2.62945  0.689
H14 4.43114 -1.49459 3.95008  0.607
H15 -0.16629 -2.12382 4.70850  0.406
H16 0.34334 -3.80267 4.82355  0.586
H17 0.16216 -3.06228 3.23311  0.285
H18 1.69822 -1.34736 6.18001  0.329
H19 3.34017 -1.98023 5.96760  0.380
H20 2.03332 -3.06293 6.44052  0.465
H21 2.61811 -3.82629 2.78019  0.277
H22 2.47503 -4.58930 4.37185  0.488
H23 3.84952 -3.55457 4.04000  0.391
H24 1.26353 3.34737 3.93650  0.703
H25 -1.28447 4.31885 3.81451  0.590
H26 -5.45564 2.73846 1.81257  0.323
H27 -5.33490 4.45519 2.24867  0.350
H28 -5.61123 3.23784 3.48935  0.472
H29 -1.55001 4.13054 -0.92679  0.361
H30 -2.97922 5.16264 -0.98106  0.421
H31 -2.94852 3.64700 -1.86989  0.519
H32 -2.44496 5.71612 2.67842  0.448
H33 -3.64511 5.74292 1.39807  0.415
H34 -1.92889 5.75864 0.99188  0.445
I1 -0.63585 -1.73494 -2.48512  0.123
C22 -1.85674 -0.22234 -3.30680  0.026
C23 -1.40822 0.38219 -4.45066  -0.347
C24 -2.25067 1.17996 -5.24527  -1.232
C25 -3.57022 1.26547 -4.92564  -0.863
C26 -4.07615 0.64117 -3.76032  0.726
C27 -5.47031 0.67583 -3.51495  -0.721
C28 -5.99741 0.05992 -2.42244  -1.384
C29 -5.12836 -0.49128 -1.46708  -0.354
C30 -3.76079 -0.50516 -1.62560  0.399
P1 -2.90076 -0.70005 -0.00137  1.806
C31 -3.82394 -2.04434 0.78189  0.664
C32 -3.56537 -3.35136 0.36620  -0.855
C33 -4.30227 -4.40067 0.88658  -0.823
C34 -5.29482 -4.15769 1.82804  -0.651
C35 -5.55707 -2.86117 2.24127  -0.872
C36 -4.82830 -1.80316 1.71615  0.349
C37 -3.32521 0.85940 0.83482  0.583
C38 -3.16856 0.82886 2.28795  -0.814
C39 -3.27367 1.84468 3.14187  -2.015
C40 -3.57513 3.26716 2.78590  0.717
C41 -3.25603 3.39654 0.25912  0.032
C42 -3.36026 1.92416 0.01877  -0.939
C43 -3.20396 -0.03921 -2.86414  0.432
H35 -0.39878 0.19824 -4.79238  0.599
H36 -1.85890 1.65203 -6.13587  0.466
H37 -4.26530 1.79497 -5.56546  0.417
H38 -6.10733 1.17575 -4.23427  0.435
H39 -7.06530 0.04028 -2.25233  0.444
H40 -5.55683 -0.86129 -0.54478  0.476
H41 -2.77791 -3.55282 -0.34618  0.310
H42 -4.09035 -5.41114 0.56393  0.464
H43 -5.86504 -4.98136 2.23725  0.409
H44 -6.33181 -2.66562 2.97106  0.464
H45 -5.05937 -0.79380 2.03370  0.390
H46 -2.96725 -0.14762 2.71839  1.395
H47 -3.13355 1.62395 4.19469  0.362
H48 -3.33270 3.87632 3.65969  0.648
H49 -4.29330 3.75113 0.29484  0.835
H50 -3.44128 1.72238 -1.04240  -0.255
O1 1.59964 -2.68781 1.02434  -0.344
S4 0.60113 -3.50476 0.30380  1.036
O2 0.83515 -3.46186 -1.13829  -0.803
O3 -0.69530 -2.59945 0.51269  -0.279
O4 0.34550 -4.78756 0.87064  -0.723